a.
47
Properties=species:S:1:pos:R:3 method="wB97M-V/def2-TZVPD" gap_ev=9.187 molar_mass_da=362.5
S -4.17 -0.29 1.04
O 6.36 -1.84 0.64
O -2.42 1.55 1.69
O 0.65 0.17 -1.22
N -1.79 0.36 -0.12
N -3.04 -1.44 -0.96
N -4.17 -2.10 -0.77
N 0.86 1.33 0.72
C 1.30 0.47 -0.23
C -2.87 -0.47 -0.12
C 6.69 -3.11 0.12
C 4.13 -1.98 -0.35
C 3.64 0.53 0.76
C 0.85 3.88 -0.74
C -0.34 2.16 0.65
C -4.89 -1.67 0.20
C 4.86 -0.08 0.94
C -6.19 -2.24 0.61
C 5.12 -1.34 0.40
C -6.58 -3.45 -0.23
C -1.66 3.84 -0.67
C 2.91 -1.36 -0.53
C -1.62 1.33 0.81
C -0.39 2.99 -0.65
C 2.64 -0.12 0.03
H 2.14 -1.84 -1.11
H 6.65 -3.11 -0.98
H -5.82 -4.23 -0.13
H 1.42 1.44 1.55
H -7.54 -3.85 0.09
H 1.75 3.28 -0.78
H 6.04 -3.89 0.51
H -6.14 -2.52 1.67
H -0.40 2.32 -1.51
H 4.30 -2.95 -0.79
H -1.03 0.18 -0.80
H 0.90 4.56 0.11
H -2.55 3.22 -0.64
H -6.96 -1.46 0.52
H -0.31 2.84 1.50
H -1.69 4.44 -1.57
H 3.48 1.52 1.16
H 5.65 0.41 1.49
H -6.64 -3.18 -1.28
H 7.72 -3.29 0.44
H -1.68 4.51 0.19
H 0.81 4.48 -1.65

b.
47
Properties=species:S:1:pos:R:3 method="wB97M-V/def2-TZVPD" gap_ev=9.181 molar_mass_da=362.5
S 4.92 0.19 -0.05
O 5.43 0.57 1.23
O -0.14 0.84 2.09
O 5.75 0.35 -1.21
N 1.59 2.24 0.13
N 4.48 -1.41 0.04
N 2.76 1.24 -1.46
N -1.48 1.38 0.32
C -4.15 -1.81 0.15
C 3.41 1.11 -0.27
C -4.54 -0.57 -0.35
C 0.44 2.78 0.81
C 3.73 -1.80 1.21
C -2.39 0.30 0.30
C -5.90 -0.42 -0.96
C -2.02 -0.95 0.79
C 2.25 -1.82 0.78
C 2.69 1.72 0.72
C 3.78 -1.92 -1.12
C -4.03 1.87 -0.76
C 1.67 1.92 -1.19
C -3.65 0.50 -0.27
C 2.29 -1.94 -0.75
C -2.91 -2.00 0.72
C -0.44 1.56 1.17
H 1.73 -2.66 1.24
H -6.40 -1.38 -0.99
H 3.94 -1.09 2.01
H -2.63 -2.97 1.10
H -5.83 -0.04 -1.98
H 0.76 3.27 1.73
H -3.77 2.64 -0.03
H 0.94 2.20 -1.92
H -3.51 2.10 -1.70
H -1.66 2.09 -0.37
H 1.82 -2.87 -1.09
H 4.01 -1.27 -1.97
H -1.04 -1.09 1.22
H 1.75 -0.90 1.09
H -4.84 -2.64 0.09
H -5.09 1.94 -0.95
H -6.51 0.27 -0.38
H 2.90 1.81 1.77
H -0.08 3.50 0.16
H 4.06 -2.79 1.51
H 4.15 -2.93 -1.33
H 1.76 -1.12 -1.23

Unit: kJ/mol. Relative energies: a 0.0; b 60.5.

a.
13
Properties=species:S:1:pos:R:3 method="wB97M-V/def2-TZVPD" gap_ev=9.086 molar_mass_da=119.2
S 2.11 -0.30 0.05
F -0.05 1.89 -0.53
N -0.38 -1.37 -0.18
C 0.48 -0.32 0.16
C -0.37 0.95 0.44
C -1.81 -1.12 -0.14
C -1.85 0.43 0.25
H -0.18 1.34 1.42
H -2.39 1.08 -0.50
H -2.33 -1.85 0.51
H -2.37 0.56 1.25
H 0.11 -2.20 -0.54
H -2.20 -1.28 -1.17

b.
13
Properties=species:S:1:pos:R:3 method="wB97M-V/def2-TZVPD" gap_ev=8.254 molar_mass_da=119.2
S 0.07 1.56 -2.27
F 1.76 -1.67 0.26
N -0.26 -1.13 1.38
C 1.26 -0.65 -0.39
C -0.79 0.77 0.08
C 0.11 -0.21 0.36
C -0.92 1.51 -1.09
H 1.90 0.26 -0.38
H -1.84 0.58 0.59
H -0.94 -0.68 2.10
H -1.84 2.20 -1.03
H 0.94 -0.94 -1.33
H 0.54 -1.60 1.73

Unit: kJ/mol. Relative energies: a 0.0; b 174.0.